Record 1
20
Properties=species:S:1:pos:R:3:forces:R:3 method="wB97M-V/def2-TZVPD" de_lowest_ev=4.640 e_homo_ev=-8.651 spin_multiplicity=1
C 0.960 -3.036 0.373 -0.04 0.01 -0.07
C 0.448 -1.747 0.901 0.29 -0.24 0.00
N 0.524 1.580 -0.645 -0.33 -0.21 0.09
C 0.569 2.860 0.023 0.01 0.18 0.10
C -0.421 0.758 -0.427 0.22 0.12 -0.10
C -1.587 0.946 0.525 0.00 0.04 0.05
C -0.343 -0.533 -1.217 -0.10 0.02 -0.08
H 1.901 -3.067 -0.193 -0.14 0.07 0.12
H 1.138 -3.550 1.338 0.00 0.02 0.00
H 0.191 -3.629 -0.134 0.08 0.04 0.18
H 1.308 -1.045 0.967 -0.10 -0.15 0.04
H 0.376 3.644 -0.719 0.03 -0.08 0.12
H -0.137 2.993 0.853 0.09 -0.05 -0.12
H 1.585 3.024 0.399 -0.15 0.00 -0.05
H -2.114 0.004 0.687 0.11 0.12 -0.07
H -1.252 1.304 1.504 -0.02 -0.05 -0.17
H -2.293 1.687 0.130 0.10 -0.11 0.02
H 0.565 -1.084 -0.930 -0.09 0.08 -0.06
H -0.174 -0.318 -2.275 -0.09 0.05 0.04
H -1.216 -1.177 -1.097 0.12 0.13 -0.02



Record 2
103
Properties=species:S:1:pos:R:3:forces:R:3 method="wB97M-V/def2-TZVPD" s_squared=0.96 de_lowest_ev=0.000 e_homo_ev="-3.410 / -3.455" total_charge=-1 spin_multiplicity=2
Co -0.227 -0.041 -0.926 0.25 0.01 0.03
C -0.424 2.440 -1.346 -0.09 -0.01 -0.12
C -0.725 2.963 -0.100 -0.18 0.13 0.05
C -2.046 2.415 0.279 0.21 -0.02 0.14
C -2.406 1.547 -0.727 -0.16 0.09 -0.13
C -1.442 1.518 -1.794 0.05 -0.02 -0.11
C -1.982 1.534 -3.243 0.01 -0.06 0.04
C -2.473 0.151 -3.671 -0.01 -0.06 -0.03
C -3.165 2.521 -3.300 -0.02 0.03 0.02
C -0.950 2.048 -4.250 0.01 0.05 -0.01
C -3.029 2.750 1.413 0.06 -0.06 -0.04
C -2.532 2.403 2.823 0.06 -0.03 0.05
C -4.323 1.945 1.226 -0.06 -0.06 0.01
C -3.449 4.229 1.346 -0.02 -0.02 -0.03
C 0.158 4.100 0.449 -0.03 -0.06 0.00
C -0.304 5.420 -0.199 0.02 0.06 -0.02
C 1.621 3.863 0.030 0.04 0.01 -0.02
C 0.188 4.312 1.969 0.02 -0.04 -0.03
H 0.425 2.731 -1.950 -0.02 -0.07 0.04
H -3.336 0.997 -0.767 0.10 0.03 -0.01
H -3.174 -0.263 -2.939 0.04 0.04 -0.03
H -1.628 -0.537 -3.756 -0.07 0.03 0.01
H -2.983 0.206 -4.641 0.03 0.00 0.05
H -4.026 2.146 -2.741 0.04 0.02 -0.02
H -3.479 2.685 -4.338 0.02 -0.02 0.05
H -2.876 3.486 -2.869 -0.01 -0.05 -0.02
H -0.045 1.443 -4.264 -0.04 0.04 -0.01
H -0.679 3.086 -4.035 -0.01 -0.06 0.00
H -1.380 2.017 -5.257 0.02 -0.01 0.05
H -2.448 1.319 2.933 0.04 -0.02 -0.02
H -3.255 2.756 3.568 0.04 -0.03 -0.03
H -1.566 2.837 3.067 0.01 -0.03 -0.03
H -4.131 0.869 1.257 -0.01 0.06 -0.01
H -4.811 2.182 0.278 0.01 0.00 0.07
H -5.016 2.190 2.037 0.01 -0.01 -0.02
H -2.652 4.917 1.612 0.13 0.01 0.03
H -4.282 4.411 2.033 0.03 0.00 -0.01
H -3.778 4.478 0.333 0.00 -0.02 0.03
H -0.291 5.325 -1.287 0.00 0.01 0.04
H 0.361 6.243 0.090 -0.04 -0.04 -0.01
H -1.321 5.680 0.103 0.05 -0.03 -0.02
H 1.762 3.968 -1.046 0.00 -0.02 0.06
H 1.954 2.861 0.312 -0.01 0.04 0.01
H 2.268 4.598 0.519 -0.02 -0.01 -0.02
H -0.785 4.533 2.394 -0.13 0.05 -0.03
H 0.839 5.164 2.189 -0.01 -0.02 -0.01
H 0.597 3.451 2.498 0.00 -0.09 0.01
N 2.251 -1.478 2.176 -0.08 -0.12 -0.14
C 2.497 -2.458 1.140 0.00 0.21 0.05
C 1.715 -2.137 0.095 0.02 0.04 -0.17
N 1.029 -0.963 0.275 -0.16 -0.09 0.22
C 1.632 -0.345 1.447 0.02 0.08 -0.03
H 3.101 -1.186 2.632 0.03 0.07 0.17
H 3.078 -3.349 1.322 -0.05 0.06 0.00
H 1.538 -2.750 -0.779 0.02 0.09 0.32
H 2.412 0.394 1.147 0.11 -0.17 -0.03
C 3.252 -6.589 -2.770 0.00 0.00 0.00
C 2.815 -5.147 -2.811 -0.02 0.00 0.00
C 3.731 -4.114 -2.679 -0.01 0.10 0.02
C 3.347 -2.773 -2.721 -0.05 -0.06 -0.07
C 4.403 -1.716 -2.531 -0.03 -0.05 0.03
C 1.992 -2.444 -2.903 0.15 -0.04 -0.23
Te 1.385 -0.407 -2.990 -0.11 0.03 0.06
C 1.053 -3.483 -3.047 0.00 -0.04 -0.11
C -0.415 -3.207 -3.246 0.08 -0.01 -0.05
C 1.481 -4.809 -3.000 -0.05 0.05 0.07
H 4.275 -6.679 -2.403 -0.02 0.01 0.00
H 3.216 -7.042 -3.765 0.00 0.01 0.00
H 2.606 -7.184 -2.120 0.00 0.03 -0.01
H 4.780 -4.352 -2.522 -0.02 0.00 0.00
H 5.382 -2.177 -2.379 -0.03 0.02 -0.02
H 4.166 -1.093 -1.665 -0.01 -0.03 -0.01
H 4.454 -1.046 -3.390 0.00 -0.01 0.01
H -0.801 -2.507 -2.501 0.03 -0.08 -0.06
H -0.991 -4.136 -3.193 0.05 0.06 -0.04
H -0.593 -2.744 -4.221 0.03 0.02 0.03
H 0.741 -5.600 -3.102 0.03 0.03 0.00
S -2.137 -1.573 -0.357 -0.05 0.06 0.01
C -1.415 -2.962 0.310 -0.12 -0.17 -0.17
N -0.652 -2.828 1.421 -0.06 0.11 0.21
C 0.076 -3.804 1.984 0.03 -0.29 0.10
C -0.039 -5.089 1.521 0.08 0.08 0.06
C -0.851 -5.308 0.405 0.00 -0.18 -0.03
C -1.516 -4.271 -0.200 -0.13 0.21 -0.09
H -0.452 -1.867 1.681 0.09 0.03 -0.03
H 0.706 -3.500 2.807 -0.02 0.04 0.03
H 0.530 -5.883 1.980 -0.01 0.01 -0.01
H -0.934 -6.306 -0.010 0.00 0.03 0.02
H -2.114 -4.418 -1.089 0.02 0.00 0.07
C 0.611 0.432 2.295 -0.03 0.08 -0.07
C 0.990 0.566 3.740 0.08 0.03 0.03
C 2.082 1.347 4.119 0.04 0.02 -0.01
C 2.463 1.453 5.449 -0.02 -0.01 -0.02
C 1.753 0.779 6.435 -0.02 -0.02 -0.02
C 0.662 -0.001 6.074 0.02 0.02 -0.02
C 0.291 -0.105 4.739 -0.10 -0.02 0.02
H 0.501 1.419 1.844 -0.06 0.08 -0.07
H -0.377 -0.025 2.192 -0.05 -0.07 0.13
H 2.644 1.877 3.355 -0.03 0.01 0.01
H 3.314 2.067 5.718 -0.02 -0.01 -0.01
H 2.045 0.863 7.475 -0.01 0.00 -0.03
H 0.097 -0.530 6.833 0.02 0.02 -0.03
H -0.568 -0.712 4.467 0.06 0.02 0.00



Record 3
13
Properties=species:S:1:pos:R:3:forces:R:3 method="wB97M-V/def2-TZVPD" smiles="O=CO[N+]([O-])=C1CC1" de_lowest_ev=6.936 e_homo_ev=-9.487 spin_multiplicity=1
O 3.581 -0.079 0.225 0.47 0.60 -0.23
C 2.794 -0.876 -0.161 -0.27 -1.51 0.82
O 1.455 -0.891 -0.066 -1.69 0.62 -0.29
N 0.640 0.575 0.205 0.08 -0.14 0.49
O 1.399 1.486 0.370 -0.47 0.48 -0.31
C -0.642 0.432 0.261 0.96 -1.06 0.69
C -1.713 -0.551 0.088 0.08 0.34 -0.93
C -1.981 0.979 0.001 0.82 0.61 -3.35
H 3.076 -1.930 -0.495 -0.26 0.94 -0.12
H -2.050 -1.003 1.041 0.09 0.14 -0.86
H -1.778 -1.127 -0.858 0.10 0.19 0.96
H -1.946 1.530 -1.022 -0.01 -1.60 1.13
H -2.836 1.455 0.411 0.10 0.37 2.00



Record 4
16
Properties=species:S:1:pos:R:3:forces:R:3 method="wB97M-V/def2-TZVPD" s_squared=1.74 de_lowest_ev=1.273 e_homo_ev="-16.073 / -16.068" total_charge=+2 spin_multiplicity=2
O 3.390 -1.719 -0.501 0.18 0.01 -0.39
C 2.318 -1.011 -0.765 -1.57 -3.65 0.22
O 2.555 0.326 -0.820 -0.96 2.72 1.22
O 1.226 -1.487 -0.890 1.09 1.22 0.19
H 4.217 -1.221 -0.553 0.18 -0.12 0.16
Bi 4.370 1.636 -1.263 0.78 0.53 -0.31
H 1.917 0.793 -0.201 0.51 -0.68 -1.13
C -1.584 -0.073 -0.897 -0.08 0.76 0.82
C -1.584 0.954 -0.040 0.29 0.16 -2.82
O -2.051 0.891 1.254 -2.86 -2.21 -0.55
C -3.095 0.129 1.550 4.01 3.32 3.95
O -3.172 0.162 2.854 -1.25 -1.34 -2.61
H -1.290 0.121 -1.928 -0.01 -0.22 0.33
H -1.935 -1.062 -0.603 0.22 0.10 -0.20
H -1.400 1.986 -0.341 0.18 -0.29 0.32
H -3.881 -0.425 3.144 -0.71 -0.31 0.80



Record 5
10
Properties=species:S:1:pos:R:3:forces:R:3 method="wB97M-V/def2-TZVPD" smiles="CSNC=O" de_lowest_ev=1.080 e_homo_ev=-9.274 spin_multiplicity=1
C -1.959 0.572 0.568 0.04 -0.80 1.06
S -0.874 -0.644 -0.260 -0.66 0.48 -0.26
N 0.395 0.360 -0.711 1.60 1.18 -0.70
C 1.642 0.398 -0.103 0.99 0.27 0.86
O 2.118 -0.339 0.728 -0.97 -0.23 -0.25
H -1.314 1.276 1.071 0.23 0.09 0.33
H -2.514 -0.004 1.335 0.32 0.29 -0.30
H -2.690 1.148 0.025 -0.05 -0.16 -0.89
H 0.400 0.998 -1.531 -0.69 -0.89 0.80
H 2.297 1.267 -0.377 -0.81 -0.23 -0.65



Record 6
37
Properties=species:S:1:pos:R:3:forces:R:3 method="wB97M-V/def2-TZVPD" s_squared=8.78 e_homo_ev="-15.041 / -16.222" total_charge=+2 spin_multiplicity=6
C 0.860 -2.318 -1.845 -0.20 -1.61 0.27
I -2.898 -1.942 -1.247 -0.34 -0.25 0.20
H 0.106 -2.992 -2.309 0.14 0.25 0.02
H 1.404 -2.934 -1.104 0.05 0.33 -0.48
H 1.503 -1.911 -2.617 0.18 0.29 0.12
Ru -0.423 -1.122 -0.880 -1.51 -2.05 2.19
P -0.312 0.806 -2.026 0.57 4.83 -1.93
C 1.289 1.258 -2.765 0.16 -0.40 -0.26
C -1.514 0.692 -3.349 -0.25 -0.08 -0.36
H -1.551 2.278 -0.534 0.28 0.24 -0.36
H -0.806 3.181 -1.916 0.08 -0.38 0.21
H 0.196 2.644 -0.516 -0.34 -0.18 -0.33
C -0.657 2.386 -1.165 -0.28 0.03 0.41
H -2.502 0.532 -2.907 0.10 0.20 -0.19
H -1.479 1.621 -3.925 -0.10 -0.14 -0.06
H 1.098 2.018 -3.533 0.08 -0.15 0.14
H 1.774 0.390 -3.221 0.04 0.22 -0.04
H -1.267 -0.164 -3.979 -0.10 0.10 -0.15
H 1.946 1.680 -1.994 -0.19 -0.15 -0.19
C 1.350 -0.437 -0.184 4.20 0.20 1.75
O 2.519 -0.469 -0.222 -3.07 0.22 -0.20
Cl -1.911 0.106 0.719 -0.24 -0.99 -0.63
C 0.379 1.296 4.589 -0.09 -0.58 0.85
N 0.434 1.465 3.156 0.43 -1.52 -1.49
C 0.544 2.796 2.605 -0.02 1.02 0.01
C 0.589 0.456 2.284 -0.10 2.23 0.79
C 0.401 -0.948 2.695 0.10 -0.76 0.23
O 0.864 0.851 1.093 0.22 -1.39 -0.69
H 0.364 2.297 5.031 -0.04 -0.46 0.09
H 1.261 0.737 4.949 -0.34 0.36 -0.06
H -0.524 0.739 4.878 0.22 0.33 0.05
H 1.477 2.929 2.049 -0.08 0.00 0.24
H -0.283 2.986 1.910 0.12 0.02 0.22
H 0.497 3.502 3.441 0.01 -0.07 -0.44
H -0.158 -1.507 1.939 0.19 0.13 0.10
H 1.363 -1.455 2.834 -0.05 0.14 0.06
H -0.173 -1.021 3.621 0.19 0.02 -0.11



| no. | strongest force on any atom (eV/A) | energy (Eh) |
| --- | --- | --- |
| 1 | 0.4 | -290.9882 |
| 2 | 0.3 | -3809.1630 |
| 3 | 3.5 | -435.6656 |
| 4 | 6.5 | -745.9722 |
| 5 | 2.1 | -607.3671 |
| 6 | 5.2 | -1754.1344 |